1.
63
Properties=species:S:1:pos:R:3 method="wB97M-V/def2-TZVPD" energy_ev=-38077.6374 de_lowest_kj_mol=342.3 homo_ev=-8.07 smiles=COc1ccc(-c2ncc(CN3CCC(CO)(Cc4cccc(OC)c4)CC3)cn2)cc1 molar_mass_da=433.6 max_force_ev_per_a=0.67
C -4.599 0.387 1.261
C 4.735 2.095 1.094
H 3.560 -2.368 0.970
H 2.973 0.363 2.084
C -1.387 -0.355 -0.180
C 4.109 -2.376 -2.848
H 3.223 0.705 -1.705
H -4.995 2.481 1.401
C -3.280 0.566 0.664
C -6.347 -1.068 2.070
N -2.856 1.815 0.454
C 2.431 2.574 -1.012
H 5.878 0.194 -0.312
H 0.714 1.243 1.495
H -6.704 -2.070 2.248
C 3.982 1.016 0.282
N 1.257 2.082 -0.322
C -6.628 1.322 2.153
C 4.955 -0.183 0.133
H 2.821 -3.365 -5.031
H -0.837 -1.262 -0.409
H 0.353 1.507 -2.086
H -9.053 -1.869 2.314
C -1.669 1.973 -0.090
H -4.490 -1.742 1.250
H -9.907 -1.075 3.660
C -0.855 0.900 -0.452
H 4.330 -4.281 -4.755
O 5.944 2.514 0.511
H 2.625 -4.170 -0.411
C 3.185 -3.372 -0.877
H -8.325 -1.840 3.946
C 4.423 -1.317 -0.691
C 1.611 1.642 1.015
H 2.955 -4.198 -2.829
C 3.566 1.545 -1.099
C -5.384 1.494 1.593
H 4.084 2.959 1.274
N -2.575 -0.526 0.365
C -7.126 0.039 2.399
H 5.190 -0.546 1.137
H 4.421 1.986 -1.616
H -1.338 2.993 -0.242
C 3.373 -3.391 -2.249
C 3.703 -2.354 -0.101
H 5.207 -0.582 -2.551
O 4.379 -2.287 -4.183
C 2.722 0.584 1.045
H 1.918 2.529 1.576
C 0.492 1.102 -1.077
H 5.017 1.678 2.065
C 4.629 -1.350 -2.061
C -5.098 -0.890 1.508
H -7.246 2.167 2.414
C -8.929 -1.277 3.227
H 5.748 2.949 -0.326
H 2.339 -0.332 0.593
C 3.914 -3.307 -5.031
O -8.365 -0.017 2.954
H 2.766 3.468 -0.476
H 0.995 0.125 -1.174
H 2.139 2.883 -2.020
H 4.258 -3.040 -6.030

***

2.
22
Properties=species:S:1:pos:R:3 method="wB97M-V/def2-TZVPD" energy_ev=-9419.5101 de_lowest_kj_mol=962.4 homo_ev=-8.23 molar_mass_da=114.2 max_force_ev_per_a=8.17
C -2.383 0.348 -1.655
N -3.161 1.037 0.558
H -0.635 -0.752 1.405
H -3.251 0.670 1.508
H 1.157 0.341 -0.753
C 1.757 -0.597 1.122
H -2.002 1.246 0.279
H 3.796 0.358 0.715
H 0.731 1.263 0.709
C -0.515 -0.506 0.233
N 3.996 0.004 -0.366
H -3.477 0.277 -1.571
H -2.438 -0.988 -0.116
H 3.577 0.593 -1.042
C -2.020 0.060 -0.142
H 1.671 -0.828 2.131
H -1.885 -0.210 -2.483
H -2.045 1.261 -1.795
C 0.771 0.188 0.231
C 3.134 -0.690 0.539
H -0.463 -1.421 -0.258
H 3.683 -1.655 0.751

***

3.
18
Properties=species:S:1:pos:R:3 method="wB97M-V/def2-TZVPD" total_charge=+1 energy_ev=-9808.5852 de_lowest_kj_mol=305.2 homo_ev=-13.24 smiles="C=[N+]1CCN=C1NC" molar_mass_da=112.2 max_force_ev_per_a=4.43
C -2.778 0.416 -0.208
C 1.064 -1.968 -0.426
N -1.562 -0.316 -0.619
H 2.569 -0.194 1.035
H 2.070 -2.459 -0.282
H -3.381 -0.236 0.435
H 2.464 0.450 -0.727
H 1.533 1.760 1.715
C -0.382 0.033 -0.063
C 1.156 1.508 0.798
H 1.473 2.306 0.207
H -3.179 0.778 -1.159
N 0.874 -0.722 -0.098
H 0.462 -2.742 -0.927
N -0.184 1.183 0.535
C 1.900 0.262 0.222
H -2.361 1.203 0.487
H -1.738 -1.262 -0.927

***

4.
79
Properties=species:S:1:pos:R:3 method="wB97M-V/def2-TZVPD" spin_multiplicity=3 energy_ev=-102192.1431 de_lowest_kj_mol=201.9 homo_ev="-7.94 / -7.93" molar_mass_da=719.6 s_squared=2.002 max_force_ev_per_a=2.76
H 2.275 3.682 -0.306
C 1.431 -0.133 -3.593
C 2.555 3.749 -1.358
C -0.475 -0.932 -2.248
H -2.965 -0.343 -3.178
C -3.247 -3.665 -2.201
H -4.231 -3.557 -1.724
C 1.938 2.179 5.596
H -2.605 -4.318 -1.604
H -4.654 -0.980 -4.783
H -3.623 0.971 -0.082
C -4.441 -1.732 -3.999
H -5.329 -1.802 -3.357
H 1.083 2.121 4.913
H -3.251 1.338 1.628
C -0.441 1.768 0.444
H 4.275 0.803 -1.402
H 1.648 3.692 -1.983
C -2.623 -2.290 -2.390
H -4.708 -1.984 0.842
H 1.627 1.950 6.619
H 5.038 2.068 -2.941
Cl 2.283 -1.310 -0.629
H 2.434 -0.337 -4.000
H -2.603 -1.170 3.420
H -0.757 -2.963 -1.602
C -0.973 0.378 -2.270
O 3.191 1.561 0.196
C -1.155 -3.710 1.938
C 0.731 -1.160 -2.928
H 4.664 3.827 -3.023
H -2.388 0.011 0.755
C 3.672 1.627 -0.977
H 3.590 2.630 -3.833
O 0.086 0.772 0.967
H 1.144 -2.174 -2.948
H 4.125 -0.316 6.021
C -4.072 -2.849 1.111
N 5.458 -2.116 -1.036
C -1.349 -2.024 -1.584
Tm 2.970 -0.279 1.319
N -1.777 1.933 0.202
C 0.840 1.124 -3.733
H -4.303 -2.697 -4.510
H -0.164 -3.241 2.101
H -1.489 3.536 -1.135
C 4.237 2.817 -2.964
H -4.515 -3.258 2.046
H 1.282 1.887 -4.386
C -1.792 -1.168 2.677
H -1.045 -4.576 1.272
H 3.621 0.970 7.167
C 3.024 0.696 4.002
N 2.952 1.192 5.194
C 3.959 0.759 6.157
H -2.931 2.493 -1.446
H -2.955 3.662 -0.098
C -2.308 2.980 -0.673
Si -2.255 -2.354 1.202
H -0.890 -1.583 3.150
O 2.273 1.010 3.026
H -1.575 -4.029 2.919
C 5.040 -1.494 -0.133
C -2.822 1.009 0.665
H -3.406 -4.171 -3.175
H 3.032 4.712 -1.559
H 0.154 2.635 0.114
H -1.524 -0.146 2.411
N 3.490 2.687 -1.732
C -3.269 -1.383 -3.124
H -4.254 -3.613 0.350
H 3.800 -0.098 3.867
Cl 2.695 -2.293 2.849
H -0.775 2.392 -3.037
H -1.914 0.551 -1.772
C -0.333 1.401 -3.022
H 2.344 3.200 5.578
O -1.694 -1.781 -0.202
H 4.920 1.255 5.964

***

5.
49
Properties=species:S:1:pos:R:3 method="wB97M-V/def2-TZVPD" total_charge=+2 energy_ev=-41873.1186 de_lowest_kj_mol=0.0 homo_ev=-15.38 molar_mass_da=312.3 max_force_ev_per_a=1.61
H 1.067 -0.837 2.714
H 0.427 2.274 1.145
H -2.316 -1.348 -0.548
H -0.886 0.790 3.089
N 1.323 3.210 -1.495
O -0.025 1.135 -0.418
O 0.455 3.144 1.538
H 3.633 -2.994 0.472
H 2.265 3.278 -1.091
H -3.316 -0.203 -0.825
H -1.198 -0.487 -3.756
H -1.836 2.087 -2.550
H 3.152 -2.832 -1.110
H -2.307 3.171 0.052
H -2.789 4.524 0.573
H -2.210 -1.654 -3.236
H 4.124 1.361 -1.031
H 2.534 -1.254 2.860
H 0.802 4.062 -1.273
O 1.737 -0.357 0.211
H -2.312 -2.984 1.734
O -0.354 -1.297 -0.757
H 2.795 0.970 -0.305
H -1.819 -2.563 3.289
O 3.381 1.724 -0.539
O -2.188 3.798 0.779
N -2.041 -2.219 2.350
H -1.198 -1.724 1.930
H -0.782 -1.443 -2.371
O 0.065 -4.039 -0.854
O -3.252 -1.156 -0.685
H 0.004 -3.102 -0.601
O -0.349 -0.366 1.424
H 0.811 2.362 -1.119
H 2.744 -1.555 -0.062
H 0.924 -4.175 -1.261
O 1.662 -1.394 3.237
H 4.357 -1.868 -0.487
H -2.807 -1.557 2.485
N 3.466 -2.326 -0.284
N -1.217 -1.415 -3.337
O -1.110 0.917 4.018
H -0.682 -2.058 -3.920
H -1.583 1.352 -1.200
S 0.261 -0.227 0.089
O -2.283 1.694 -1.796
H -0.411 3.552 1.366
H 1.353 3.120 -2.509
H -2.071 0.907 4.067

***

6.
21
Properties=species:S:1:pos:R:3 method="wB97M-V/def2-TZVPD" spin_multiplicity=2 total_charge=+1 energy_ev=-64284.1379 de_lowest_kj_mol=237.1 homo_ev="-12.52 / -14.16" molar_mass_da=250.7 s_squared=0.763 max_force_ev_per_a=6.31
C -2.121 -3.376 -1.133
O 0.153 -1.510 -1.970
O -1.731 -2.967 -0.137
C -0.557 0.220 4.254
C -0.502 1.295 3.196
O 2.337 2.925 -0.282
C 1.619 -0.692 0.225
H -0.227 0.624 5.213
O 2.223 -1.631 0.477
H 0.092 -0.623 3.998
C -0.818 0.739 -1.679
O -0.920 0.730 1.909
H -1.577 -0.154 4.384
H -1.757 1.164 1.657
O -1.531 0.953 -2.633
Cu 0.340 0.738 0.291
H 0.513 1.675 3.062
C 1.610 2.080 -0.015
H -1.179 2.126 3.440
H -0.546 1.580 -0.634
C -0.031 -0.473 -1.415

***

7.
8
Properties=species:S:1:pos:R:3 method="wB97M-V/def2-TZVPD" spin_multiplicity=3 energy_ev=-22901.5615 de_lowest_kj_mol=274.5 homo_ev="-6.93 / -11.45" molar_mass_da=129.1 s_squared=2.022 max_force_ev_per_a=6.03
F 1.181 -1.668 -0.218
N 0.805 1.055 0.834
C 0.137 -1.024 -0.721
S -0.425 0.350 0.272
F -0.568 1.222 -1.112
H 0.966 1.236 1.804
O -0.384 -1.359 -1.710
O -1.711 0.189 0.851

***

8.
14
Properties=species:S:1:pos:R:3 method="wB97M-V/def2-TZVPD" energy_ev=-7357.2230 de_lowest_kj_mol=485.5 homo_ev="-7.85 / -8.12" molar_mass_da=84.1 max_force_ev_per_a=1.15
H -1.272 1.951 -0.361
H -2.681 1.296 0.527
C 1.128 -0.198 -0.801
H 1.598 -0.200 1.867
H -2.748 1.385 -1.241
C -0.161 -0.480 -0.348
C -2.076 1.209 -0.395
O 2.049 -0.939 1.441
H -2.177 -1.002 -0.368
H -0.255 -1.283 0.404
C 2.276 -0.536 0.082
H 2.977 0.323 0.046
H 2.827 -1.368 -0.391
C -1.485 -0.157 -0.462

***

9.
74
Properties=species:S:1:pos:R:3 method="wB97M-V/def2-TZVPD" total_charge=+1 energy_ev=-45961.6342 de_lowest_kj_mol=317.3 homo_ev=-8.62 molar_mass_da=475.6 max_force_ev_per_a=4.83
C 3.207 6.778 0.713
H 9.240 -2.704 6.496
C 4.579 3.608 3.144
C 5.748 3.551 7.339
C 8.814 0.078 0.880
C 4.380 6.148 0.277
C 7.286 0.433 8.396
C 2.606 6.412 1.931
C 7.971 0.930 1.624
C 6.910 2.913 8.096
N 8.433 -0.059 6.377
H 4.503 2.653 -2.256
H 10.457 -1.639 7.295
H 11.420 -0.187 4.818
C 5.616 2.032 1.584
C 4.742 2.204 0.482
C 9.461 -0.730 5.573
H 4.818 6.455 -0.677
H 6.277 0.152 8.736
H 9.585 -1.853 3.755
H 7.010 -0.096 -2.074
H 10.805 -2.385 5.728
C 6.724 1.239 1.088
C 4.395 4.739 2.241
H 3.668 1.117 -1.964
C 6.598 2.755 9.579
H 7.919 0.650 9.273
H 2.750 7.560 0.102
C 6.435 0.908 -0.262
C 5.439 2.496 2.910
C 1.548 5.132 4.541
H 10.976 0.571 6.361
C 3.590 3.728 4.142
C 8.186 3.747 7.957
H 6.373 3.743 9.996
H 5.965 3.674 6.267
H 10.266 1.185 4.847
C 8.470 -0.306 -0.437
H 0.727 4.421 4.343
C 4.982 5.133 1.034
P 7.638 1.339 5.935
N 2.762 4.767 3.824
H 5.731 2.106 9.758
C 4.649 1.610 -1.938
C 3.229 5.408 2.676
H 8.054 4.712 8.467
H 3.803 2.745 0.455
H 9.745 -0.291 1.322
H 7.245 -1.478 7.327
H 7.946 -1.795 4.451
H 8.770 -1.078 8.201
H 5.608 1.770 3.729
N 7.161 1.586 7.521
H 4.854 2.921 7.447
C 8.855 -1.206 4.258
H 8.453 3.927 6.907
H 5.529 4.534 7.779
H 5.326 1.109 -2.635
C 7.949 -0.671 7.596
C 10.008 -1.935 6.334
C 7.282 0.149 -1.040
N 5.236 1.554 -0.608
H 9.145 -0.959 -0.999
H 3.380 3.046 4.971
C 10.594 0.278 5.373
H 1.228 6.131 4.222
H 8.255 1.380 2.583
H 1.695 6.868 2.294
H 8.601 -0.383 3.581
H 9.015 3.216 8.445
H 7.467 2.368 10.132
H 5.891 4.658 0.679
H 6.860 2.189 4.470
H 1.741 5.149 5.624

***

10.
72
Properties=species:S:1:pos:R:3 method="wB97M-V/def2-TZVPD" total_charge=+1 energy_ev=-131598.2302 homo_ev=-11.86 molar_mass_da=672.4 max_force_ev_per_a=1.25
N 3.247 -5.661 0.604
H 4.244 -5.658 0.702
N 1.988 2.582 0.476
F 3.871 0.186 -1.012
C -1.266 2.281 -2.221
C 0.339 1.138 -3.576
N -5.032 -5.864 4.627
H 5.873 8.499 -0.926
H -5.646 -6.024 3.850
C -4.226 -1.172 2.271
O 2.396 -1.181 -1.898
N -4.726 -2.302 2.811
O 0.288 4.004 0.984
H 2.228 6.781 -0.812
C -0.695 3.257 -4.439
H 1.696 -1.063 -3.873
H -0.243 -0.541 0.507
H -4.483 -3.710 6.947
C -5.215 -4.716 5.344
N -1.090 -3.137 1.314
H 0.585 -1.538 -0.651
C 3.536 -0.470 -2.133
H 3.403 4.633 0.937
H 2.773 -3.056 -1.203
H 2.966 2.395 0.368
C -0.535 2.202 -3.385
C -1.126 1.274 -1.271
N -4.988 -0.052 2.443
O 1.338 -4.740 -0.210
C 1.483 3.805 0.841
H -1.493 -2.037 -1.840
H -4.186 -3.141 2.702
H -4.333 -6.549 4.843
N 2.416 4.774 1.043
F 4.539 -1.292 -2.419
H -5.592 -2.353 3.322
H 0.711 -1.911 -2.724
H 5.026 8.253 -2.412
O -6.079 -3.900 5.058
F 3.408 0.413 -3.118
H 0.908 1.099 -4.489
C 1.342 -1.032 -2.852
O -1.820 -4.097 -0.612
H 2.716 -6.393 1.038
C -0.281 -0.905 -0.511
Br -2.132 1.391 0.291
O -1.549 4.065 -4.369
C 2.554 -4.723 -0.101
H -2.444 -1.255 -0.549
N 2.970 7.176 -1.359
O 4.125 7.527 0.550
O -3.151 -1.160 1.663
C -1.488 -3.105 -0.038
H -4.656 0.809 2.058
H -1.299 -2.254 1.770
H -3.657 -5.199 6.654
N 5.064 8.165 -1.415
C 0.445 0.152 -2.615
H 1.332 1.838 0.352
H 2.874 7.224 -2.354
H -0.121 -3.408 1.428
O 0.155 3.162 -5.496
H 4.296 -3.653 -0.609
H 0.964 3.657 -5.313
N -4.369 -4.542 6.400
H -1.941 3.102 -2.054
N -0.301 0.219 -1.482
N 3.299 -3.732 -0.681
H -5.861 -0.055 2.936
C 4.062 7.622 -0.664
C -1.527 -1.780 -0.783
H 2.091 5.680 1.332

***

11.
13
Properties=species:S:1:pos:R:3 method="wB97M-V/def2-TZVPD" spin_multiplicity=4 energy_ev=-34019.1120 de_lowest_kj_mol=210.2 homo_ev="-6.22 / -4.77" molar_mass_da=137.0 s_squared=3.938 max_force_ev_per_a=2.91
C -1.343 -0.432 -1.651
H -1.517 0.863 -0.041
O -1.133 -1.632 -1.845
V 0.156 -2.311 -0.439
H -2.000 0.106 -2.355
O 1.930 -0.246 2.011
H 1.224 2.589 0.735
H -0.169 1.173 -1.093
C 0.217 -0.476 0.326
H 0.272 0.903 1.971
C -0.692 0.343 -0.568
H 2.243 -1.063 1.605
C 0.811 0.183 1.343

***

12.
9
Properties=species:S:1:pos:R:3 method="wB97M-V/def2-TZVPD" total_charge=-1 energy_ev=-17155.5132 de_lowest_kj_mol=206.4 homo_ev=-5.09 molar_mass_da=107.1 max_force_ev_per_a=3.02
H 3.374 -0.382 -0.423
H -0.164 0.608 -0.269
O 1.906 -1.460 1.271
O -1.028 -1.824 1.537
C -2.046 -1.428 1.155
O -1.325 0.625 0.097
Si 2.003 -0.463 0.121
H -1.344 0.731 1.081
O 1.005 0.560 -0.598

***

13.
16
Properties=species:S:1:pos:R:3 method="wB97M-V/def2-TZVPD" energy_ev=-7392.6656 de_lowest_kj_mol=202.6 homo_ev=-9.12 smiles="CCCC(C)=O" molar_mass_da=86.1 max_force_ev_per_a=1.77
H -1.811 -0.784 0.064
H -0.714 -1.664 1.165
H 1.030 -2.159 -1.064
H 1.975 -0.936 -1.962
C -0.795 -0.798 0.469
C 0.284 -0.207 -0.836
H -0.288 2.420 0.563
H -1.531 1.795 1.708
H 0.742 0.813 -0.738
H 2.137 -1.060 -0.194
C -0.209 0.369 1.080
C -0.986 1.618 0.783
O 0.844 0.324 1.698
C 1.435 -1.152 -1.033
H -0.402 -0.079 -1.667
H -1.712 1.500 -0.035

***

14.
9
Properties=species:S:1:pos:R:3 method="wB97M-V/def2-TZVPD" energy_ev=-24842.1130 de_lowest_kj_mol=340.4 homo_ev="-8.55 / -8.55" molar_mass_da=104.2 max_force_ev_per_a=4.10
H 2.184 -0.498 0.153
H 0.881 0.023 1.710
H 0.908 -0.796 -1.278
S -4.053 -0.699 -0.627
C 0.378 0.183 0.759
C -0.904 0.425 0.753
H 1.637 0.900 -1.001
S -2.408 0.510 -0.001
C 1.377 -0.048 -0.467